Density functional theory data (wB97M-V/def2-TZVPD) for a structure of composition C42H40CaGeN4S3.

Geometry (Å):
Ge: 1.20123 -0.20129 -2.62566
Ca: 0.80611 0.36367 1.01731
S: -2.16638 3.76883 3.47015
S: -5.24480 2.79095 2.04522
S: -2.30218 1.45866 1.11511
N: 2.18142 1.75646 3.37722
N: 0.90520 2.69006 1.57206
N: 1.51197 0.65680 3.09173
N: 0.11619 -1.54611 2.38672
C: -4.78626 2.70942 3.80266
C: -1.60623 2.07991 3.79718
C: 1.85093 2.80098 2.54111
C: 2.54112 4.02193 2.72505
C: 1.00544 3.47649 -4.77566
C: 0.69305 1.18530 -4.01103
C: -2.62698 -2.13996 -2.94608
C: 3.34178 -2.25651 -2.76494
C: 2.80206 -1.13803 -3.41522
C: -0.85565 -4.62523 -0.34112
C: -1.79589 -3.69473 0.07657
C: -0.25939 -1.55261 -3.03451
C: -2.37142 -3.35669 -3.56969
C: -1.06586 -3.67677 -3.91650
C: -0.60400 2.07766 -5.87401
C: -0.27564 1.03559 -5.00835
C: -1.46533 -2.71767 1.00446
C: -2.05849 0.95322 2.85196
C: -3.78200 3.76130 4.26433
C: 0.03807 3.30466 -5.76030
C: 0.42958 -4.54385 0.18720
C: 1.33345 -2.86376 4.07926
C: 0.76691 -3.56974 1.11287
C: -0.02848 -2.78322 -3.65459
C: 2.99897 -1.79424 5.46421
C: 4.56374 -2.80556 -3.14122
C: 1.88315 0.64016 -1.08285
C: 1.30987 4.95586 0.89265
C: 4.77118 -1.14271 -4.85391
C: -3.84288 0.62446 0.74957
C: 2.27617 -2.92768 5.09340
C: -1.58159 -1.26604 -2.67552
C: -5.09234 1.05289 1.54360
C: 2.75277 -0.59406 4.81592
C: 1.32179 2.43142 -3.91319
C: -0.17735 -2.61994 1.55150
C: 2.27012 5.08381 1.90663
C: 5.28717 -2.24916 -4.19018
C: 1.07196 -1.67190 3.37266
C: 3.54856 -0.60076 -4.46758
C: 1.80504 -0.50379 3.79361
C: 0.67343 3.74292 0.77395
H: -2.99645 0.51615 3.19103
H: 1.08129 5.76351 0.21208
H: 4.95848 -3.66423 -2.60742
H: -1.10489 -5.36653 -1.08898
H: 0.98133 -3.04435 -3.95200
H: -3.64572 3.63238 5.34334
H: 3.29241 0.30729 5.07601
H: 3.28115 4.06919 3.51255
H: 2.05518 2.55819 -3.11991
H: -5.97161 0.84017 0.93357
H: 0.76996 -3.74896 3.81025
H: 1.78457 -3.50114 1.47714
H: 5.32746 -0.69545 -5.67196
H: -1.31340 0.15179 2.88553
H: -4.17940 4.76719 4.10754
H: -4.38741 1.71795 3.99764
H: 2.44891 -3.87086 5.60136
H: -5.69729 2.81399 4.39625
H: -3.18002 -4.05053 -3.77276
H: -2.20106 -1.98463 1.31832
H: -0.85237 -4.62789 -4.39385
H: -0.21651 4.12049 -6.42873
H: -0.06516 3.58158 -0.00357
H: 3.16960 0.27084 -4.99324
H: 1.50857 4.43313 -4.67396
H: -3.99041 0.80887 -0.31610
H: -0.51806 2.13547 3.78544
H: 1.19438 -5.23473 -0.15186
H: -1.79727 -0.32412 -2.17439
H: 3.74590 -1.84878 6.24760
H: -0.78792 0.08405 -5.11442
H: -5.19551 0.45102 2.44667
H: -1.36439 1.93294 -6.63505
H: 6.24280 -2.67026 -4.48367
H: 2.80502 6.01811 2.03757
H: -1.90050 1.82462 4.81918
H: -2.79529 -3.71463 -0.34231
H: -3.64209 -1.88038 -2.66092
H: -3.71209 -0.45397 0.86691
H: 2.79850 -2.69891 -1.93460

Cartesian forces (eV/Å) of the 3 atoms listed first:
0.730 0.327 -0.151
-0.808 -0.588 -1.835
0.046 -0.033 -0.060

Values from the calculation:
frontier orbital gap (spin up / spin down): 3.1 / 3.6 eV
electronic energy: -157621.15807 eV
LUMO level (spin up / spin down): 3.5791 / 3.5785 eV
total charge: -2